Below is one molecule with the formula C4H7NO3, with properties calculated with wB97M-V/def2-TZVPD.

```
! RIJCOSX wB97M-V def2-TZVPD def2/J DEFGRID3
* xyz 0 1
C 1.703 0.278 -0.494
C 0.679 0.315 0.593
C -1.587 0.703 0.052
C -1.730 -0.789 -0.426
H 2.178 -1.337 0.415
H 2.040 1.392 -0.636
H 1.205 -0.130 -1.334
H 0.977 0.512 1.588
H -2.350 0.779 1.013
H -2.097 1.280 -0.707
H -2.648 -1.079 -1.084
N -0.829 -1.639 -0.027
O 2.653 -0.569 -0.102
O -0.242 1.263 0.235
O 0.047 -0.978 0.914
*
```

Summary:
- Molar mass: 117.104 g/mol
- Max |F|: 4.91 eV/A
- Lowest unoccupied orbital energy: 0.0281 hartree
- Structure (SMILES): OC[C@H]1OCC=NO1
- HOMO: -9.89 eV